No. 1
This record from the Open Molecules 2025 dataset describes the molecule C5H10N2O. The level of theory is wB97M-V/def2-TZVPD.

```
18
Properties=species:S:1:pos:R:3:forces:R:3
C 0.0512 -1.1386 -0.5837 0.638 0.465 -0.403
C -0.8213 -0.6214 0.5739 -0.090 -0.082 0.039
C -1.7789 1.5650 -0.3156 -0.177 0.069 0.169
C -0.8514 0.8852 0.6527 0.500 0.054 -0.618
C 2.6269 -1.2861 0.0372 0.102 0.204 0.059
O 0.0043 -0.5341 -1.7590 -0.535 -0.358 0.489
N 1.5867 -0.6540 -0.2801 -1.086 0.441 -0.924
N 0.0056 1.4577 1.3974 -0.193 -0.048 0.214
H 1.3179 0.1030 -1.0942 1.007 -0.666 1.103
H 0.0901 -2.2416 -0.5631 -0.033 0.031 -0.070
H -0.0674 2.4751 1.3415 -0.048 -0.075 -0.118
H -0.4494 -1.0210 1.5187 -0.017 -0.043 -0.023
H -1.8253 -1.0148 0.3941 -0.003 0.001 0.022
H -1.6785 2.6508 -0.2823 -0.014 -0.033 0.057
H -2.8147 1.2906 -0.0993 -0.004 0.046 0.002
H -1.5565 1.2069 -1.3237 0.066 -0.054 0.077
H 2.5479 -2.2720 0.4888 -0.046 0.124 0.130
H 3.6128 -0.8506 -0.1033 -0.067 -0.075 -0.205
```
Forces are in eV/Å.

Output
maximum force	0.0318	hartree/bohr
energy relative to the best compared isomer or geometry (same formula, charge and spin)	3.280	eV
Kohn-Sham gap	9.084	eV
total charge	0
LUMO energy	0.014	Eh

***

No. 2
This record from the Open Molecules 2025 dataset describes the molecule C5H10N2O. The level of theory is wB97M-V/def2-TZVPD.

```
18
Properties=species:S:1:pos:R:3:forces:R:3
C 1.0741 1.9085 0.3669 -2.659 -1.028 -1.686
N 1.3076 0.5082 0.5771 -0.170 0.052 0.533
O 2.6614 0.1117 0.2331 -1.256 -0.667 -1.051
N 2.5133 -0.9833 -0.6124 3.377 0.500 0.209
C 1.3338 -1.2764 -0.8315 -2.378 -0.475 0.999
C 0.3838 -0.4359 -0.0413 -0.882 -1.706 3.499
C -0.4264 -1.3734 1.2561 0.737 1.082 -3.277
C -0.7667 0.2078 -0.6892 -0.949 1.179 -4.206
H -0.0296 2.0370 0.4317 0.852 0.200 1.189
H 1.6319 2.4689 1.0122 1.152 1.526 1.885
H 1.1325 2.3301 -0.6188 1.092 -0.178 -1.144
H 1.0860 -2.2575 -1.2112 0.020 0.238 -0.672
H -0.7137 -0.5705 1.9146 -0.165 0.076 0.377
H 0.2345 -2.0928 1.7449 -0.224 0.059 -0.235
H -1.3284 -1.7899 0.7138 1.057 0.049 1.019
H -0.3898 0.8759 -1.5581 -0.511 -0.478 1.527
H -1.4760 0.7739 -0.0785 0.445 -0.176 0.184
H -1.4005 -0.4561 -1.3198 0.462 -0.254 0.850
```
Forces are in eV/Å.

Output
maximum force	0.0869	hartree/bohr
SMILES	CN1ON=CC1(C)C
energy relative to the best compared isomer or geometry (same formula, charge and spin)	5.169	eV
Kohn-Sham gap	9.037	eV
total charge	0
LUMO energy	0.030	Eh

***

No. 3
This record from the Open Molecules 2025 dataset describes a structure of composition C5H10N2O. The level of theory is wB97M-V/def2-TZVPD.

```
18
Properties=species:S:1:pos:R:3:forces:R:3
C 1.0079 -1.6256 -1.5766 -0.151 -0.566 -0.347
C -0.0037 -0.3004 -1.1453 -0.335 -1.410 1.771
C -1.2159 -0.6590 0.9867 -0.049 -0.150 -0.525
C 0.1891 1.3733 1.2872 1.306 -2.240 1.518
C 0.5403 2.7126 1.1827 -5.006 -0.147 -1.191
H -0.5495 -2.8792 -1.4389 1.320 0.070 -1.658
H 1.7264 -1.3726 -2.4519 -1.160 -0.369 1.770
H 1.6476 -2.0461 -0.5369 -2.052 1.383 -3.160
H 0.5832 0.6984 -0.4515 -1.773 -3.113 -3.191
H -0.8854 -0.1030 -1.8944 2.542 0.323 0.558
H -1.5350 -1.4138 1.7698 -0.292 1.078 -1.177
H -1.8317 1.5880 1.8366 2.129 -4.423 -1.669
H 0.9908 0.2360 1.5475 -1.401 4.253 -1.066
H 1.4723 3.0972 0.9813 2.137 0.230 0.076
H -0.3523 3.9035 0.7757 2.166 -4.132 1.478
N -0.8536 -1.1036 -0.1729 0.667 1.315 2.513
N -1.0686 0.6967 1.4913 -0.570 4.985 0.763
O 0.1383 -2.8022 -2.1904 0.521 2.912 3.538
```
Forces are in eV/Å.

Output
maximum force	0.1008	hartree/bohr
energy relative to the best compared isomer or geometry (same formula, charge and spin)	9.544	eV
Kohn-Sham gap	9.191	eV
total charge	0
LUMO energy	0.018	Eh

***

No. 4
This record from the Open Molecules 2025 dataset describes the molecule C5H10N2O. The level of theory is wB97M-V/def2-TZVPD.

```
18
Properties=species:S:1:pos:R:3:forces:R:3
C 1.0911 -0.9012 -0.2606 1.204 0.583 0.585
C -1.0750 1.0099 0.3851 -0.142 -1.977 -0.284
C -0.7478 -0.6493 -0.0906 -2.074 3.245 1.860
C 1.4141 0.4255 0.0121 0.831 -1.796 -0.729
N -1.2549 -0.8064 -1.4118 1.313 -0.745 -1.027
C 2.0629 1.5374 0.1267 -0.751 0.424 -0.003
O 1.4167 -1.8722 0.6688 -0.218 0.475 0.230
N -1.0897 -1.4781 0.8789 -0.062 -0.767 -0.927
H 0.5642 -2.0194 1.1646 -0.183 -0.213 -0.155
H 1.3566 -1.2347 -1.2699 -0.573 0.310 -0.033
H -2.2371 -0.5826 -1.4988 0.091 0.066 0.295
H -0.6977 -0.3066 -2.0962 -0.270 0.076 -0.007
H -1.7747 -1.1127 1.5308 0.654 0.486 0.307
H -0.8150 1.8136 -0.3037 0.095 -0.130 -0.106
H -2.1618 0.9121 0.4084 -0.124 0.237 -0.086
H -0.7795 1.2320 1.4089 0.341 -0.060 -0.016
H 1.5832 2.5098 0.1082 -0.068 -0.023 0.247
H 3.1445 1.5227 0.2392 -0.065 -0.193 -0.153
```
Forces are in eV/Å.

Output
maximum force	0.0832	hartree/bohr
energy relative to the best compared isomer or geometry (same formula, charge and spin)	6.461	eV
Kohn-Sham gap (alpha / beta)	7.194 / 7.143	eV
total charge	0
LUMO energy (alpha / beta)	-0.036 / -0.036	Eh

***

No. 5
This record from the Open Molecules 2025 dataset describes a structure of composition C5H10N2O. The level of theory is wB97M-V/def2-TZVPD.

```
18
Properties=species:S:1:pos:R:3:forces:R:3
C -0.5761 -2.1926 -0.0451 -0.834 0.095 -0.361
O -1.5333 -1.5009 -0.3548 0.610 -0.583 0.148
C 0.9843 -0.6106 1.1314 0.008 1.459 -0.264
C 1.9300 -1.1956 1.6211 -0.189 0.190 0.083
H -1.6687 0.2648 0.3219 0.189 0.347 0.167
H 0.2734 -2.3468 -0.7242 0.003 0.106 -0.004
H -0.5726 -2.8001 0.8707 0.006 0.103 0.016
H 2.7365 -1.6696 2.1227 0.094 -0.224 -0.022
C -0.3112 1.2659 -1.8073 -0.091 -0.229 0.207
N 0.5794 1.3693 -0.6611 0.362 0.141 -0.759
C 0.1571 1.0757 0.6143 0.523 -1.643 1.089
N -1.1971 0.9978 0.8586 -0.322 0.206 -0.329
H 1.5197 1.0321 -0.8533 -0.367 0.313 0.240
H -1.4021 0.8871 1.8422 0.072 0.071 -0.118
H 0.6944 1.6467 1.3674 -0.020 -0.283 0.070
H -0.6420 0.2399 -1.9889 -0.037 0.004 -0.149
H 0.2175 1.6489 -2.6785 -0.036 -0.047 0.011
H -1.1895 1.8881 -1.6371 0.028 -0.025 -0.026
```
Forces are in eV/Å.

Output
maximum force	0.0397	hartree/bohr
energy relative to the best compared isomer or geometry (same formula, charge and spin)	4.836	eV
Kohn-Sham gap	9.621	eV
total charge	0
LUMO energy	0.028	Eh

***

No. 6
This record from the Open Molecules 2025 dataset describes a structure of composition C5H10N2O. The level of theory is wB97M-V/def2-TZVPD.

```
18
Properties=species:S:1:pos:R:3:forces:R:3
C 0.1175 0.6016 1.9346 -0.651 0.773 -1.240
C 0.3946 -0.2040 0.6224 0.705 -1.594 -0.087
C -1.2447 -0.1377 -1.2540 4.367 2.596 2.916
C 0.4145 0.0542 -1.7083 -4.570 -0.392 -4.024
C 1.2701 0.2675 -0.5885 -1.024 -0.203 0.670
H -1.6796 0.3583 1.7140 -0.750 0.864 -0.178
H 0.2906 -0.0008 2.8420 -0.404 0.079 -0.423
H 0.8611 1.3688 1.9075 0.222 0.936 0.464
H 1.0407 -1.0954 0.7346 -0.309 0.303 1.882
H -0.8175 -1.7689 0.1798 -0.270 -1.435 -0.470
H -2.0808 -0.5963 -2.0276 2.360 1.249 2.537
H -1.2697 1.1206 -0.6736 -1.224 -3.530 -2.610
H 0.3386 0.4781 -2.7428 1.087 0.004 1.012
H 1.2849 -1.9299 -0.9135 -0.475 3.235 -1.676
H 2.0342 1.0320 -0.4813 0.090 -0.332 -0.105
N -0.7877 -0.8020 0.0479 -2.877 1.177 0.031
N 1.4083 -0.9464 -1.4600 1.224 -1.373 1.307
O -1.2574 1.2229 1.9135 2.497 -2.358 -0.005
```
Forces are in eV/Å.

Output
maximum force	0.1187	hartree/bohr
energy relative to the best compared isomer or geometry (same formula, charge and spin)	6.216	eV
Kohn-Sham gap	9.185	eV
total charge	0
LUMO energy	0.029	Eh

***

No. 7
This record from the Open Molecules 2025 dataset describes the molecule C5H10N2O. The level of theory is wB97M-V/def2-TZVPD.

```
18
Properties=species:S:1:pos:R:3:forces:R:3
H 2.3102 1.1152 1.2143 0.263 0.212 0.098
N 2.0153 0.9723 0.2514 -1.919 -0.328 0.674
C 0.7476 0.7087 0.2705 3.634 -0.522 0.433
C 0.0633 0.3075 -0.9874 -0.559 2.468 1.995
C 0.8212 -0.5211 -1.9152 0.595 -0.892 -0.225
C -1.2560 -0.1271 -0.4431 -1.849 -3.268 -1.477
C -1.2608 -0.2501 1.0466 1.604 -1.001 2.588
N -0.1113 0.6757 1.3757 -0.153 -1.361 1.734
O 0.6242 0.2864 2.6509 -1.809 0.075 -1.803
H -0.0114 1.2842 -1.4359 -0.624 0.478 -0.662
H 0.2647 -0.4608 -2.8267 -0.102 -0.307 -0.945
H 1.8075 -0.0336 -2.0637 -0.383 -0.971 0.164
H 0.7752 -1.5685 -1.5598 0.807 0.391 -0.351
H -1.5676 -1.1356 -0.8514 0.300 1.000 0.123
H -2.0281 0.5333 -0.7306 -0.900 0.789 -0.341
H -1.0610 -1.3435 1.5715 -0.131 2.254 -1.718
H -2.2177 0.0490 1.5028 0.529 0.283 -0.121
H 0.0848 -0.4921 2.9301 0.699 0.698 -0.165
```
Forces are in eV/Å.

Output
maximum force	0.0785	hartree/bohr
SMILES	[H]/N=C1/[C@@H](C)CCN1O
energy relative to the best compared isomer or geometry (same formula, charge and spin)	3.253	eV
Kohn-Sham gap	9.940	eV
total charge	0
LUMO energy	0.027	Eh

***

- The highest maximum force belongs to which entry?
  number 6

***

- Number 3 is which compound?
  C5H10N2O

***

- What is the formula in the seventh record?
  C5H10N2O

***

- Which of these has the highest energy relative to the best compared isomer or geometry (same formula, charge and spin)?
  number 3